[1]
Molecular formula: C20H47NO8
Method: DFT, ωB97M-V/def2-TZVPD

CARTESIAN COORDINATES (ANGSTROEM)
1 O -4.306 2.832 -0.163
2 C -3.982 1.873 -0.819
3 C -4.406 1.513 -2.227
4 C -4.621 0.001 -2.045
5 C -3.341 -0.325 -1.274
6 C -3.188 -1.712 -0.663
7 O -1.920 -2.292 -0.923
8 C -0.852 -1.665 -0.263
9 O -1.015 -1.787 1.120
10 C -0.645 -0.651 1.886
11 C 0.805 -0.250 1.743
12 O 1.647 -1.322 2.161
13 N -3.197 0.812 -0.330
14 H -3.526 1.660 -2.868
15 H -5.237 2.108 -2.594
16 H -5.469 -0.116 -1.359
17 H -4.767 -0.565 -2.963
18 H -2.516 -0.225 -1.995
19 H -3.926 -2.386 -1.104
20 H -3.379 -1.695 0.417
21 H 0.048 -2.194 -0.592
22 H -0.772 -0.606 -0.560
23 H -0.841 -0.927 2.925
24 H -1.275 0.213 1.631
25 H 1.050 0.038 0.714
26 H 0.968 0.642 2.360
27 H 2.499 -0.945 2.404
28 H -3.515 0.594 0.608
29 C -6.699 -0.236 3.574
30 C -5.199 -0.339 3.794
31 C -4.661 0.818 4.619
32 O -4.513 -0.418 2.538
33 H -6.939 0.684 3.033
34 H -7.058 -1.079 2.983
35 H -7.235 -0.222 4.523
36 H -4.968 -1.281 4.293
37 H -4.845 1.767 4.106
38 H -3.586 0.717 4.764
39 H -5.143 0.861 5.597
40 H -4.728 0.402 2.075
41 C 5.608 1.018 -0.392
42 C 4.321 0.254 -0.139
43 C 4.084 -0.838 -1.170
44 O 3.203 1.144 -0.091
45 H 5.568 1.512 -1.368
46 H 5.762 1.785 0.366
47 H 6.472 0.353 -0.385
48 H 4.360 -0.198 0.855
49 H 3.998 -0.399 -2.169
50 H 3.160 -1.375 -0.954
51 H 4.907 -1.554 -1.184
52 H 3.133 1.572 -0.951
53 C -1.672 -5.876 -3.770
54 C -2.448 -4.758 -4.450
55 C -1.532 -3.836 -5.241
56 O -3.204 -4.018 -3.495
57 H -0.952 -5.457 -3.061
58 H -2.348 -6.527 -3.215
59 H -1.125 -6.478 -4.497
60 H -3.192 -5.191 -5.121
61 H -0.808 -3.363 -4.572
62 H -2.110 -3.048 -5.725
63 H -0.982 -4.385 -6.006
64 H -2.579 -3.616 -2.877
65 C 8.492 5.218 0.460
66 C 7.398 4.616 1.328
67 C 7.237 5.366 2.640
68 O 7.647 3.231 1.565
69 H 9.455 5.167 0.977
70 H 8.583 4.669 -0.477
71 H 8.285 6.265 0.233
72 H 6.453 4.636 0.783
73 H 8.164 5.319 3.219
74 H 6.443 4.922 3.240
75 H 6.998 6.416 2.469
76 H 8.476 3.156 2.049

Calculated values
Energy   -1446.8800 a.u.
Multiplicity   1
Maximum force   0.017 Eh/bohr
SMILES   O=C1CC[C@H](COCOCCO)N1.CC(C)O.CC(C)O.CC(C)O.CC(C)O
Frontier orbital gap   10.3 eV

***

[2]
Molecular formula: C20H48BrFN16O15P2
Method: DFT, ωB97M-V/def2-TZVPD

CARTESIAN COORDINATES (ANGSTROEM)
1 C -0.271 -5.310 -1.881
2 C -1.672 -4.722 -1.481
3 F -1.883 -4.814 -0.111
4 C -1.946 -3.304 -2.083
5 C -2.341 -2.203 -1.069
6 O -3.725 -2.023 -0.709
7 C -4.383 -3.152 -0.600
8 N -4.774 -4.190 -0.442
9 C -1.418 -1.863 0.144
10 C 0.051 -2.388 0.102
11 C 1.046 -1.633 1.028
12 C 2.051 -0.745 0.232
13 C 2.921 -1.595 -0.738
14 O 4.282 -1.037 -0.751
15 C 4.750 -1.222 -2.041
16 O 4.574 -0.422 -2.883
17 P -2.178 -2.388 1.835
18 N -1.982 -1.108 3.006
19 O -1.264 -3.684 2.450
20 O -1.290 -0.403 0.191
21 C -2.237 0.131 -0.677
22 O -2.910 1.057 -0.538
23 C -2.081 -0.861 -1.904
24 O -0.729 -0.585 -2.294
25 P -3.150 -0.579 -3.425
26 O -2.343 -1.277 -4.715
27 Br -3.224 1.616 -3.930
28 H 0.276 -5.533 -0.948
29 H 0.306 -4.625 -2.528
30 H -0.398 -6.253 -2.448
31 H -2.406 -5.408 -1.953
32 H -1.057 -3.035 -2.685
33 H -2.778 -3.391 -2.814
34 H 0.132 -3.467 0.342
35 H 0.389 -2.309 -0.956
36 H 0.576 -0.967 1.772
37 H 1.672 -2.351 1.601
38 H 1.541 0.032 -0.367
39 H 2.727 -0.275 0.969
40 H 2.508 -1.507 -1.760
41 H 2.971 -2.663 -0.438
42 H 5.275 -2.183 -2.245
43 H -1.551 -1.547 3.835
44 H -1.310 -0.392 2.720
45 H -1.339 -3.693 3.417
46 H -0.499 -1.030 -3.129
47 H -1.549 -0.745 -4.915
48 C -5.315 4.823 -3.529
49 O -4.354 4.392 -4.148
50 N -5.794 6.083 -3.705
51 N -5.987 4.070 -2.610
52 H -6.582 6.454 -3.208
53 H -5.325 6.668 -4.377
54 H -5.657 3.133 -2.455
55 H -6.777 4.401 -2.090
56 C 4.666 2.365 1.315
57 O 3.616 1.752 1.296
58 N 5.477 2.478 0.225
59 N 5.105 2.982 2.447
60 H 6.345 2.979 0.226
61 H 5.173 2.027 -0.621
62 H 4.517 2.904 3.262
63 H 5.964 3.494 2.513
64 C 1.139 -0.705 4.961
65 O 0.362 -1.658 5.011
66 N 2.188 -0.677 4.112
67 N 1.011 0.399 5.747
68 H 2.838 0.089 4.048
69 H 2.310 -1.474 3.513
70 H 0.240 0.425 6.391
71 H 1.642 1.180 5.712
72 C -5.306 7.950 -6.941
73 O -5.763 8.231 -5.844
74 N -6.028 7.283 -7.884
75 N -4.038 8.280 -7.313
76 H -5.673 7.042 -8.790
77 H -6.967 7.023 -7.642
78 H -3.478 8.773 -6.641
79 H -3.644 8.059 -8.207
80 C 5.473 1.841 5.981
81 O 4.406 1.757 5.392
82 N 6.655 1.492 5.402
83 N 5.568 2.289 7.262
84 H 7.542 1.551 5.865
85 H 6.619 1.156 4.455
86 H 4.713 2.554 7.720
87 H 6.432 2.365 7.764
88 C 0.885 -2.741 -6.080
89 O 0.341 -2.421 -5.034
90 N 0.254 -3.481 -7.032
91 N 2.164 -2.383 -6.379
92 H 0.679 -3.755 -7.897
93 H -0.692 -3.761 -6.842
94 H 2.659 -1.835 -5.697
95 H 2.628 -2.634 -7.231
96 C 0.179 -1.299 9.261
97 O 1.063 -0.484 9.471
98 N -0.528 -1.888 10.271
99 N -0.177 -1.688 8.007
100 H -1.257 -2.559 10.122
101 H -0.292 -1.624 11.210
102 H 0.320 -1.279 7.238
103 H -0.900 -2.355 7.813

Calculated values
Energy   -6152.4163 a.u.
Multiplicity   1
Maximum force   0.091 Eh/bohr
SMILES   C[C@@H](F)C[C@@]1(OC#N)[C@](CCCCOC=O)(P(N)O)OC(=O)[C@]1(O)P(O)Br.NC(N)=O.NC(N)=O.NC(N)=O.NC(N)=O.NC(N)=O.NC(N)=O.NC(N)=O
Frontier orbital gap   7.5 eV

***

[3]
Molecular formula: C20H48F6NNiO22S8
Method: DFT, ωB97M-V/def2-TZVPD

CARTESIAN COORDINATES (ANGSTROEM)
1 Ni -0.269 -0.249 -0.888
2 C -4.179 -1.360 -2.384
3 F -4.012 0.015 -2.457
4 F -4.804 -1.545 -1.218
5 F -4.980 -1.728 -3.430
6 S -2.385 -2.150 -2.569
7 O -2.182 -2.976 -1.386
8 O -2.324 -2.996 -3.749
9 N -1.258 -0.799 -2.549
10 S -1.441 -0.124 -4.005
11 O -2.733 -0.333 -4.764
12 O -1.139 1.284 -3.843
13 C -0.051 -0.875 -5.129
14 F -0.332 -0.684 -6.438
15 F 1.026 -0.237 -4.854
16 F 0.128 -2.161 -4.967
17 O 1.190 1.049 -1.592
18 S 2.104 2.206 -1.548
19 O 2.045 3.153 -0.434
20 O 3.683 1.698 -1.890
21 C 4.704 1.844 -0.894
22 C 5.929 0.977 -1.050
23 C 1.862 3.174 -3.055
24 H 4.200 1.434 -0.019
25 H 5.051 2.846 -0.641
26 H 5.700 0.015 -1.509
27 H 6.341 0.800 -0.056
28 H 6.748 1.310 -1.686
29 H 0.844 3.557 -2.982
30 H 2.068 2.537 -3.916
31 H 2.604 3.972 -3.016
32 O -1.960 3.000 1.356
33 S -1.659 3.251 -0.032
34 O -1.094 2.135 -0.780
35 O -3.096 3.778 -0.638
36 C -3.272 3.373 -2.033
37 C -2.468 4.242 -2.908
38 C -0.536 4.716 -0.355
39 H -4.342 3.515 -2.186
40 H -2.973 2.332 -2.154
41 H -2.453 5.227 -2.441
42 H -3.027 4.390 -3.831
43 H -1.407 3.995 -2.949
44 H 0.236 4.676 0.414
45 H -1.033 5.600 0.044
46 H -0.197 4.715 -1.390
47 O -2.306 -0.071 0.121
48 S -3.179 -0.414 1.247
49 O -3.532 -1.781 1.535
50 O -2.415 0.173 2.545
51 C -3.012 -0.055 3.880
52 C -2.948 1.331 4.546
53 C -4.544 0.685 1.113
54 H -2.492 -0.890 4.350
55 H -4.053 -0.367 3.798
56 H -3.697 1.997 4.118
57 H -1.986 1.841 4.485
58 H -3.393 1.163 5.527
59 H -5.194 0.412 1.944
60 H -5.075 0.480 0.183
61 H -4.176 1.706 1.212
62 O 1.270 -1.589 -1.192
63 S 2.378 -2.382 -1.780
64 O 2.128 -3.703 -2.230
65 O 2.993 -1.540 -3.069
66 C 4.082 -2.017 -3.734
67 C 4.165 -1.539 -5.248
68 C 3.855 -2.326 -0.628
69 H 4.082 -3.107 -3.720
70 H 5.026 -1.685 -3.304
71 H 3.337 -1.998 -5.789
72 H 5.052 -1.810 -5.821
73 H 3.931 -0.483 -5.382
74 H 4.783 -2.712 -1.048
75 H 3.526 -2.941 0.210
76 H 3.981 -1.269 -0.394
77 O -0.616 -2.032 0.642
78 S -0.208 -3.177 1.492
79 O 1.145 -3.739 1.522
80 O -0.698 -2.860 3.049
81 C -0.407 -3.851 4.052
82 C -1.684 -4.081 4.842
83 C -1.390 -4.459 1.131
84 H 0.388 -3.482 4.700
85 H -0.056 -4.802 3.652
86 H -2.263 -4.926 4.471
87 H -2.281 -3.173 4.917
88 H -1.475 -4.348 5.878
89 H -2.374 -4.238 1.546
90 H -0.966 -5.327 1.636
91 H -1.319 -4.430 0.044
92 O 2.922 0.847 2.296
93 S 1.430 0.850 2.149
94 O 0.761 0.508 0.889
95 O 0.865 -0.023 3.420
96 C 1.509 -0.069 4.664
97 C 0.551 -0.531 5.736
98 C 0.886 2.578 2.590
99 H 1.809 0.952 4.897
100 H 2.361 -0.738 4.543
101 H 1.119 -0.650 6.659
102 H 0.059 -1.490 5.573
103 H -0.138 0.280 5.972
104 H 1.111 3.335 1.839
105 H 1.573 2.855 3.389
106 H -0.057 2.517 3.134

Calculated values
Energy   -7793.0246 a.u.
Multiplicity   4
Maximum force   0.087 Eh/bohr
Charge   +2
Frontier orbital gap (spin up / spin down)   10.2 / 3.9 eV